Formula: C46H65BrF3N2O2P3S3ScSi
Source: OMol25
Level of theory: ωB97M-V with the def2-TZVPD basis set

```
! wB97M-V def2-TZVPD RIJCOSX def2/J DEFGRID3
* xyz 1 1
Sc -0.4550 -0.2723 0.6929
N -1.7255 0.0108 3.8344
P -0.8911 1.2614 3.0503
C -1.9636 2.7175 3.2505
C -1.4205 3.9890 3.0693
C -2.2109 5.1166 3.2278
C -3.5472 4.9880 3.5794
C -4.0962 3.7262 3.7554
C -3.3098 2.5961 3.5824
C 0.5217 1.7061 4.0965
C 0.5444 1.4274 5.4598
C 1.6384 1.7929 6.2280
C 2.7137 2.4450 5.6392
C 2.6970 2.7254 4.2808
C 1.6077 2.3491 3.5078
P -1.5859 -1.4447 2.9900
C -0.5946 -2.5728 4.0096
C -0.4877 -2.3994 5.3868
C 0.2681 -3.2786 6.1457
C 0.9170 -4.3434 5.5344
C 0.8130 -4.5239 4.1632
C 0.0663 -3.6365 3.4015
C -3.2337 -2.2043 3.0334
C -3.3575 -3.5806 2.8408
C -4.6117 -4.1666 2.7813
C -5.7528 -3.3872 2.9175
C -5.6369 -2.0185 3.1049
C -4.3825 -1.4271 3.1530
H -2.2338 0.1194 4.7036
H -0.3729 4.1020 2.8192
H -1.7785 6.0990 3.0895
H -4.1577 5.8708 3.7179
H -5.1381 3.6188 4.0277
H -3.7537 1.6183 3.7083
H -0.2892 0.9178 5.9281
H 1.6522 1.5703 7.2868
H 3.5678 2.7284 6.2399
H 3.5382 3.2236 3.8173
H 1.6163 2.5369 2.4409
H -0.9874 -1.5710 5.8743
H 0.3505 -3.1344 7.2149
H 1.5082 -5.0283 6.1277
H 1.3242 -5.3479 3.6829
H 0.0109 -3.7700 2.3274
H -2.4736 -4.2009 2.7513
H -4.6986 -5.2357 2.6381
H -6.7310 -3.8479 2.8797
H -6.5237 -1.4075 3.2090
H -4.3030 -0.3545 3.2723
F 1.9041 -0.8267 2.9648
C 2.2520 -0.9151 1.7114
F 1.1059 -1.7674 1.1838
F 1.4072 0.4581 1.1422
C 4.7084 -1.5123 -1.0774
C 4.2410 -1.9161 -2.4830
C 3.5576 -3.2845 -2.3307
C 5.4889 -2.0826 -3.3692
Si 3.0722 -0.6048 -3.2490
Br 1.0274 -0.9670 -2.2458
C 2.6804 -0.8954 -5.1054
C 2.5143 -2.3915 -5.4134
C 3.8193 -0.3413 -5.9793
C 1.3685 -0.2255 -5.5461
C 3.5145 1.2019 -2.8034
C 3.2590 1.5071 -1.3189
C 2.6619 2.1990 -3.6008
C 4.9974 1.4742 -3.1133
H 5.3107 -2.3288 -0.6659
H 3.8757 -1.3435 -0.3924
H 5.3379 -0.6232 -1.0824
H 4.2976 -4.0066 -1.9717
H 3.1406 -3.6704 -3.2576
H 2.7554 -3.2376 -1.5927
H 6.1872 -2.7620 -2.8711
H 6.0147 -1.1403 -3.5323
H 5.2575 -2.5134 -4.3435
H 3.4294 -2.9616 -5.2590
H 2.2357 -2.5035 -6.4659
H 1.7195 -2.8414 -4.8144
H 4.7923 -0.7616 -5.7231
H 3.8913 0.7447 -5.9173
H 3.6187 -0.5937 -7.0252
H 0.5072 -0.6532 -5.0314
H 1.2351 -0.4018 -6.6185
H 1.3585 0.8506 -5.3876
H 2.2038 1.4023 -1.0655
H 3.5449 2.5464 -1.1251
H 3.8280 0.8760 -0.6403
H 1.5931 2.0406 -3.4353
H 2.8631 2.1631 -4.6708
H 2.8968 3.2126 -3.2606
H 5.6661 0.8840 -2.4869
H 5.2126 2.5281 -2.9114
H 5.2537 1.2840 -4.1567
C -1.6086 1.3373 -4.0503
C -2.5483 0.2559 -3.5617
C -3.9581 0.4006 -4.0933
O -2.6199 0.1440 -2.0980
P -2.5052 1.2816 -1.0051
S -3.1171 0.4181 0.6771
S -0.5954 1.8486 -0.7265
O -3.3627 2.4282 -1.6523
C -3.6422 3.7922 -1.1917
C -3.9526 3.8225 0.2861
C -2.5086 4.7147 -1.5839
H -1.5398 1.2592 -5.1365
H -0.6107 1.2089 -3.6351
H -1.9780 2.3328 -3.8051
H -2.1419 -0.7169 -3.8436
H -4.3724 1.3722 -3.8250
H -4.6024 -0.3814 -3.6923
H -3.9498 0.3149 -5.1806
H -4.5331 4.0418 -1.7670
H -3.0652 3.5781 0.8744
H -4.7482 3.1224 0.5384
H -4.2744 4.8265 0.5629
H -1.6079 4.5031 -1.0086
H -2.8115 5.7438 -1.3848
H -2.2804 4.6271 -2.6460
S -2.7581 -4.1588 -1.0883
C -1.0936 -4.5151 -0.9156
C -0.4339 -3.4212 -0.4751
N -1.2291 -2.3117 -0.2564
C -2.4809 -2.5802 -0.5444
H -0.6838 -5.4816 -1.1553
H 0.6268 -3.3577 -0.3017
H -3.2715 -1.8518 -0.4500
*
```

As for the relative energy (zero: lowest compared OMol25 entry of this formula, charge and spin): 0.655 eV. As for the HOMO energy: -10.901 eV. For the LUMO energy, the calculation gives -2.3 eV.